Entry 1:
C22H72N10O14 | the ωB97M-V functional and the def2-TZVPD basis

```
118
Properties=species:S:1:pos:R:3:forces:R:3
C -3.782 -3.203 -0.468 1.831 -0.158 1.530
C -2.554 -2.981 -1.375 -3.050 -1.546 -0.622
O -2.137 -1.685 -1.169 1.679 1.182 -0.554
H -4.234 -4.200 -0.519 0.226 0.230 -0.296
H -4.527 -2.416 -0.525 0.070 0.126 -0.163
H -3.220 -3.137 0.473 -1.065 -0.021 0.718
H -3.069 -3.155 -2.311 0.926 0.326 -1.350
H -1.821 -3.759 -1.206 0.363 0.139 0.068
H -1.279 -1.483 -1.619 -0.847 -0.787 0.197
C 4.756 2.905 1.383 -0.460 -1.642 2.639
C 3.514 2.061 1.136 0.559 -0.291 -0.727
O 3.887 0.727 0.841 0.155 0.738 -2.029
H 5.210 2.473 2.339 -0.171 0.547 -1.330
H 4.525 3.914 1.607 -0.346 1.136 -0.001
H 5.431 2.823 0.580 0.904 -0.103 -0.972
H 2.968 2.422 0.254 0.020 0.038 0.306
H 2.880 2.042 2.005 -0.471 0.345 0.466
H 3.796 0.172 1.596 -0.074 -0.633 1.739
C -2.291 -3.189 3.547 -0.089 -0.839 2.864
C -2.442 -1.807 2.961 -0.519 -0.949 0.348
O -1.419 -1.656 2.046 1.697 -0.332 -1.894
H -2.463 -3.969 2.808 0.655 0.198 -0.337
H -2.992 -3.534 4.370 0.187 1.153 -0.860
H -1.317 -3.287 4.119 -0.674 -0.040 -1.232
H -2.285 -0.939 3.535 -0.477 0.622 2.235
H -3.397 -1.681 2.497 -0.830 -0.120 -0.511
H -1.741 -1.047 1.364 0.122 -0.043 -0.321
C -0.700 0.424 -4.734 2.203 0.005 1.272
C -0.938 -1.067 -4.470 -1.296 2.483 -0.621
O -0.218 -1.488 -3.353 0.051 2.347 -0.074
H -0.963 0.702 -5.731 -0.738 0.452 -0.377
H 0.349 0.759 -4.607 0.095 -0.812 -0.523
H -1.098 1.004 -3.912 -0.890 0.218 -0.466
H -0.913 -1.547 -5.443 0.821 -1.020 0.382
H -1.965 -1.030 -4.169 -1.099 -0.682 -0.031
H -0.018 -2.371 -3.444 1.192 -3.503 -0.129
C -3.935 2.962 -2.161 -2.704 -1.165 -1.040
C -2.673 2.367 -2.812 -2.243 0.217 0.977
O -1.707 2.760 -1.818 1.009 -1.543 -0.154
H -4.073 2.573 -1.158 0.524 -0.547 0.194
H -4.947 2.673 -2.602 1.421 0.245 -0.082
H -4.008 4.012 -2.002 0.565 1.153 -0.454
H -2.368 2.659 -3.842 -0.401 0.166 0.838
H -2.898 1.264 -2.825 1.000 0.872 0.295
H -1.461 3.651 -2.007 0.292 0.974 -0.364
C 3.614 -0.675 -1.901 -0.412 -0.290 -0.583
C 4.527 -1.276 -2.940 0.804 -0.388 1.166
O 4.104 -2.594 -3.304 0.260 0.851 0.806
H 3.820 0.395 -1.703 -0.392 -0.599 -0.421
H 3.690 -1.153 -0.947 0.219 -0.362 0.557
H 2.593 -0.942 -2.269 0.467 1.000 0.343
H 5.591 -1.294 -2.661 -0.215 -0.034 0.319
H 4.475 -0.699 -3.804 -0.113 1.329 -1.704
H 4.566 -2.763 -4.103 0.307 -0.816 -1.131
C -2.010 1.304 5.594 -0.663 2.797 2.017
C -1.270 2.404 4.847 -1.390 -0.149 0.038
O -1.074 1.956 3.552 0.633 0.336 -2.200
H -1.818 0.292 5.376 0.812 -1.016 -0.387
H -3.089 1.457 5.546 -0.055 -0.069 -0.417
H -1.800 1.559 6.648 -0.042 -0.786 -0.097
H -0.336 2.696 5.233 1.478 -0.189 1.104
H -1.812 3.366 4.856 -0.474 -0.359 0.044
H -0.628 2.711 3.056 -0.351 -1.231 0.570
C 2.621 2.437 -4.089 -0.772 0.225 -0.255
C 1.663 2.951 -2.979 -1.485 -0.561 -1.870
O 1.855 2.233 -1.830 1.370 0.685 1.645
H 2.185 2.559 -5.113 0.382 -0.098 0.803
H 2.852 1.363 -3.898 -0.295 0.765 -0.181
H 3.546 2.998 -4.037 0.291 -0.012 -0.085
H 0.581 2.749 -3.225 0.695 0.356 -0.659
H 1.673 4.019 -2.774 0.615 0.239 -0.146
H 1.279 1.468 -1.919 0.218 -0.281 0.374
C 0.594 4.210 1.464 8.798 3.224 1.841
O 1.802 4.748 1.887 -6.795 -2.838 -2.632
N 0.409 3.521 0.336 1.443 0.332 -0.694
N -0.441 4.173 2.263 -5.335 0.575 2.024
H 1.117 3.535 -0.381 0.490 -0.256 -0.096
H -0.502 3.409 0.001 -1.616 -0.030 -0.649
H -0.613 4.853 3.021 0.965 -0.408 -0.788
H -1.387 3.885 1.860 1.736 0.629 0.462
C -3.559 0.703 0.983 -7.316 -2.489 -4.447
O -4.734 0.295 0.360 5.184 2.179 3.459
N -2.436 0.382 0.438 2.930 -0.418 -1.874
N -3.465 1.397 2.082 -0.149 1.125 2.815
H -2.437 -0.166 -0.393 -0.873 -0.645 -0.623
H -1.487 0.742 0.571 -0.688 0.297 0.952
H -4.319 1.401 2.632 0.389 0.206 -0.015
H -2.547 1.319 2.565 -1.138 0.429 -0.021
C 0.518 -0.031 -0.408 1.524 -5.863 0.865
O 1.082 -1.335 -0.304 -3.461 7.289 -0.615
N 0.005 0.571 -1.479 -0.693 -1.635 -3.152
N 0.226 0.711 0.655 1.371 0.898 2.369
H -0.004 0.039 -2.363 0.227 0.009 0.727
H -0.750 1.269 -1.418 0.720 -0.195 0.285
H 0.530 0.178 1.483 0.112 1.091 -0.102
H 0.276 1.795 0.620 0.465 -2.379 0.057
C 1.972 -0.428 3.324 9.030 2.753 0.893
O 3.433 -0.321 3.279 -7.330 -0.572 0.881
N 1.344 -1.088 2.486 -0.907 -6.117 -5.590
N 1.174 0.324 3.999 -0.104 3.766 4.650
H 1.971 -1.544 1.784 -1.384 0.192 0.576
H 0.345 -1.345 2.571 0.643 -0.004 -0.286
H 1.728 0.942 4.611 -1.020 -0.257 -0.214
H 0.157 0.524 3.875 1.474 -0.392 -0.230
C 1.270 -4.322 -2.244 6.882 0.682 -8.069
O 1.483 -4.753 -3.479 -1.293 1.331 2.739
N 2.152 -3.459 -1.736 0.795 3.913 1.297
N 0.449 -4.871 -1.513 -6.805 -3.571 5.528
H 2.815 -2.939 -2.429 -1.873 -1.978 1.408
H 1.811 -2.804 -0.947 0.748 -1.649 -1.834
H -0.054 -5.658 -1.935 0.284 0.689 0.357
H 0.198 -4.584 -0.517 0.708 -0.590 -1.547
C 0.672 -4.860 2.205 -0.643 0.322 -0.800
O -0.159 -4.265 1.164 0.169 -0.797 0.636
H 0.686 -4.264 3.092 -0.275 0.420 0.644
H 1.677 -4.933 1.874 1.076 0.033 -0.544
H 0.374 -5.883 2.453 -0.548 0.327 -0.272
H -0.180 -3.297 1.194 0.068 -0.106 0.426
```
Positions in Å, forces in eV/Å.

Properties
- energy relative to the best compared isomer or geometry (same formula, charge and spin) (kJ/mol) = 669.2
- E_LUMO (eV) = -0.46
- total charge = 0
- multiplicity = 1
- HOMO level (eV) = -7.9

Entry 2:
C4H4NO2 | the ωB97M-V functional and the def2-TZVPD basis

```
11
Properties=species:S:1:pos:R:3:forces:R:3
C -0.042 -0.645 0.440 6.314 -3.001 -0.001
C -1.104 0.125 0.480 -11.988 5.006 1.841
C -0.452 2.667 0.114 0.826 1.448 -0.122
C 0.663 0.415 -0.321 -0.848 0.558 -0.064
N -0.650 1.265 -0.144 2.928 -2.797 -0.719
O 0.594 3.099 -0.444 -0.751 -0.238 0.330
O -1.282 3.230 0.830 -0.373 -0.141 0.064
H 0.244 -1.622 0.668 0.130 -1.145 0.305
H -2.159 0.169 0.947 2.043 -0.491 -0.451
H 1.408 0.978 0.190 1.146 0.157 -0.171
H 0.867 0.039 -1.306 0.572 0.643 -1.012
```
Positions in Å, forces in eV/Å.

Properties
- energy relative to the best compared isomer or geometry (same formula, charge and spin) (kJ/mol) = 46.1
- E_LUMO (spin up / spin down) (eV) = 4.24 / 2.62
- total charge = -1
- multiplicity = 3
- HOMO level (spin up / spin down) (eV) = -0.1 / -4.5

Entry 3:
C2H10NO | the ωB97M-V functional and the def2-TZVPD basis

```
14
Properties=species:S:1:pos:R:3:forces:R:3
C -1.466 -0.791 1.415 -1.060 -3.459 1.227
N -0.357 -1.638 0.817 1.568 1.693 1.781
H 0.493 -1.794 1.430 -0.595 1.503 -0.970
H -0.525 -2.578 0.696 -1.980 -2.978 -0.151
H -0.162 -1.368 -0.133 0.958 0.998 -0.552
H -2.406 -1.223 1.029 0.438 0.641 0.118
H -1.362 0.216 1.286 0.611 2.447 -1.360
H -1.485 -0.860 2.510 0.219 -0.685 -0.274
C 0.740 1.869 -0.866 -0.371 -2.188 2.883
O 1.121 0.643 -1.433 0.272 -0.891 -0.749
H 1.456 0.936 -2.310 -0.265 -1.006 0.776
H 1.442 2.501 -1.176 2.385 3.470 -0.788
H -0.207 2.106 -1.124 -3.060 1.170 -1.567
H 0.639 1.915 0.241 0.880 -0.716 -0.372
```
Positions in Å, forces in eV/Å.

Properties
- energy relative to the best compared isomer or geometry (same formula, charge and spin) (kJ/mol) = 209.8
- E_LUMO (eV) = -3.84
- total charge = +1
- multiplicity = 1
- HOMO level (eV) = -14.1

Entry 4:
C31H84FNNbO10S2 | the ωB97M-V functional and the def2-TZVPD basis

```
130
Properties=species:S:1:pos:R:3:forces:R:3
C -4.530 -5.035 9.318 -1.196 -0.343 0.155
C -4.100 -5.942 8.023 -0.137 -0.700 0.365
C -2.489 -6.051 7.747 -0.011 0.588 -0.238
C -1.604 -4.768 8.252 0.757 -0.037 -0.580
C -1.763 -3.426 7.270 0.622 0.364 1.413
C -0.338 -2.595 7.324 -0.080 -0.849 0.198
C 0.843 -3.410 6.469 0.823 0.720 1.155
C 1.527 -2.492 5.295 -1.150 -0.410 -0.263
C 0.507 -2.203 4.002 0.680 0.392 1.002
C 1.453 -1.554 2.829 -0.531 -0.449 0.487
C 0.750 -1.438 1.353 1.328 0.404 -0.367
C 1.624 -0.280 0.523 0.017 0.269 -0.146
C 2.574 -0.905 -0.658 1.259 0.838 0.250
C 2.474 -0.059 -2.084 1.024 0.225 1.086
Nb 0.509 -0.369 -3.206 2.427 -1.452 0.589
C 1.526 -1.235 -5.055 -0.068 -0.100 -1.894
C 0.722 -0.971 -6.465 0.302 -0.959 -0.671
C -0.510 -2.053 -6.698 0.080 -0.080 1.237
S -1.216 -1.688 -8.406 -0.271 -0.546 0.227
C 0.600 1.699 -4.215 -1.653 0.817 -0.626
C -0.851 2.089 -4.927 0.437 0.262 -1.168
C -0.694 3.252 -6.093 0.402 -0.060 -0.161
F -1.858 2.593 -3.919 1.896 -0.958 -1.675
N 0.230 -2.345 -2.303 -8.789 -3.708 -3.878
C -0.958 -2.878 -2.780 4.400 4.354 1.602
S -2.545 -3.154 -3.420 4.063 -0.060 1.843
H -3.742 -5.017 10.193 -1.489 0.055 -1.985
H -4.857 -3.947 8.986 1.019 -2.185 0.807
H -5.510 -5.526 9.785 2.042 1.095 -0.982
H -4.496 -7.052 8.214 0.831 2.407 -0.476
H -4.655 -5.561 7.064 1.089 -0.599 1.896
H -2.357 -6.116 6.563 -0.043 -0.114 2.647
H -2.059 -7.014 8.267 -0.885 1.822 -1.122
H -0.465 -5.125 8.238 -2.404 0.828 -0.103
H -1.805 -4.443 9.373 0.218 -0.758 -2.377
H -2.577 -2.744 7.792 1.387 -1.399 -1.463
H -2.028 -3.695 6.162 0.361 0.463 2.174
H -0.015 -2.571 8.462 -0.647 0.026 -2.277
H -0.454 -1.477 6.985 0.196 -2.228 0.408
H 1.699 -3.619 7.274 -1.834 0.301 -1.830
H 0.484 -4.470 6.109 0.585 2.236 0.498
H 1.759 -1.433 5.751 -0.123 -2.129 -0.853
H 2.503 -3.026 4.909 -1.857 1.167 0.796
H -0.080 -3.168 3.666 1.349 1.816 0.610
H -0.290 -1.425 4.427 1.570 -1.591 -1.234
H 1.836 -0.504 3.234 -0.848 -2.246 -1.047
H 2.405 -2.260 2.738 -1.902 1.564 0.104
H 0.906 -2.465 0.769 -0.590 2.192 1.342
H -0.395 -1.171 1.370 2.302 -0.517 0.168
H 2.326 0.321 1.276 -1.662 -1.548 -1.665
H 0.923 0.519 0.033 1.089 -1.683 0.839
H 2.420 -2.055 -0.820 0.032 2.240 0.221
H 3.697 -0.767 -0.294 -2.181 -0.479 -0.588
H 2.706 1.092 -1.886 -0.294 -2.359 -0.238
H 3.334 -0.468 -2.802 -1.682 0.838 1.318
H -1.125 -0.586 -3.997 -0.322 0.403 0.230
H -0.368 0.439 -1.818 -0.412 0.453 -0.374
H 1.681 -2.400 -4.908 -0.177 2.276 -0.347
H 2.579 -0.710 -5.144 -1.896 -1.077 0.107
H 0.307 0.123 -6.553 0.765 -2.117 0.206
H 1.479 -1.149 -7.350 -1.492 0.467 1.405
H -0.105 -3.169 -6.697 -0.866 2.478 0.149
H -1.361 -1.894 -5.887 1.961 -0.452 -1.651
H -2.414 -2.402 -8.589 1.294 0.424 0.795
H 1.381 1.656 -5.087 -1.311 0.320 1.607
H 0.833 2.534 -3.428 -0.224 -1.428 -1.604
H -1.307 1.139 -5.467 0.632 2.049 1.602
H -0.712 2.738 -7.168 -0.066 1.054 2.348
H 0.366 3.768 -5.996 -2.257 -0.918 -0.083
H -1.545 4.071 -6.052 1.701 -1.786 0.001
C -4.055 5.573 -2.845 0.106 -0.255 -0.011
O -4.323 4.212 -3.132 0.077 -0.320 0.048
H -5.000 6.119 -2.800 0.089 -0.136 -0.023
H -3.546 5.649 -1.881 0.019 0.271 0.011
H -3.429 5.996 -3.635 0.013 0.228 0.090
H -3.466 3.753 -3.166 -0.304 -0.032 -0.167
C 4.406 1.793 2.727 0.250 -0.065 0.159
O 4.138 0.433 2.440 0.450 -0.504 0.037
H 3.461 2.340 2.772 0.012 -0.175 -0.091
H 4.915 1.870 3.691 -0.040 0.298 -0.151
H 5.032 2.217 1.938 -0.009 0.269 0.144
H 4.995 -0.026 2.407 -0.570 0.193 -0.017
C 7.170 4.429 4.403 0.121 0.148 0.000
O 6.902 3.068 4.116 0.444 -0.576 -0.046
H 6.225 4.975 4.449 0.151 -0.190 0.001
H 7.679 4.505 5.367 0.021 0.259 0.020
H 7.796 4.852 3.614 0.035 0.224 0.082
H 7.758 2.609 4.083 -0.563 0.191 0.000
C 3.314 6.633 4.300 -0.216 -0.195 -0.197
O 4.125 5.726 5.024 0.027 -0.577 0.362
H 3.840 7.587 4.212 -0.023 -0.211 0.023
H 3.119 6.233 3.302 -0.083 0.331 0.035
H 2.372 6.787 4.833 -0.094 0.196 -0.145
H 3.632 4.890 5.086 0.376 0.428 -0.002
C 3.936 -5.261 7.642 0.098 -0.209 0.009
O 2.941 -6.068 7.039 -0.098 -0.538 -0.055
H 3.651 -4.211 7.540 0.014 -0.227 -0.042
H 4.018 -5.513 8.702 0.179 0.196 0.082
H 4.893 -5.427 7.142 0.138 0.198 0.134
H 3.221 -6.993 7.145 -0.248 0.532 -0.124
C 1.679 6.251 0.738 -0.154 0.073 -0.189
O 2.500 7.300 1.217 0.094 0.708 -0.071
H 1.981 5.316 1.218 0.011 0.184 -0.055
H 0.635 6.462 0.982 -0.085 -0.250 -0.090
H 1.800 6.158 -0.344 -0.155 -0.248 0.022
H 2.208 8.115 0.775 0.252 -0.459 0.300
C 2.072 0.800 -10.301 -0.209 -0.119 0.118
O 2.117 -0.578 -10.624 -0.166 -0.420 0.088
H 2.854 1.321 -10.858 -0.073 -0.166 0.039
H 1.097 1.208 -10.577 0.049 0.248 0.086
H 2.243 0.929 -9.229 -0.011 0.273 0.010
H 1.412 -1.014 -10.115 0.314 0.142 -0.279
C -7.619 2.443 -2.051 0.386 0.006 -0.107
O -6.410 1.713 -2.152 0.222 0.068 -0.083
H -8.412 1.771 -1.715 0.165 0.023 -0.041
H -7.498 3.252 -1.326 -0.260 0.122 0.000
H -7.881 2.853 -3.030 -0.247 0.133 0.064
H -5.725 2.335 -2.451 -0.181 -0.233 0.115
C -5.176 -0.264 -5.672 0.163 -0.007 0.236
O -5.003 -1.602 -6.102 0.234 -0.559 0.000
H -5.881 0.235 -6.341 0.082 -0.161 0.024
H -5.573 -0.256 -4.654 0.005 0.304 0.000
H -4.216 0.257 -5.704 -0.093 0.236 0.101
H -4.373 -2.019 -5.490 -0.280 0.206 -0.336
C -3.860 0.963 -9.736 0.224 -0.208 0.079
O -2.619 0.550 -10.277 0.095 -0.120 -0.233
H -4.219 1.833 -10.292 0.115 -0.115 0.022
H -4.587 0.152 -9.826 -0.237 0.135 0.128
H -3.729 1.235 -8.686 -0.259 0.054 0.061
H -2.327 -0.222 -9.764 0.038 0.511 -0.094
```
Positions in Å, forces in eV/Å.

Properties
- E_LUMO (eV) = 1.82
- total charge = -1
- multiplicity = 1
- HOMO level (eV) = -5.2

Entry 5:
C2H2BrNS2 | the ωB97M-V functional and the def2-TZVPD basis

```
8
Properties=species:S:1:pos:R:3:forces:R:3
C -0.219 -0.236 0.253 4.466 2.904 3.307
C -1.443 -0.549 -0.138 -0.208 0.722 -0.486
N 0.992 -0.909 0.420 -4.981 -0.705 -1.161
S 2.655 1.571 -0.545 -0.807 0.852 -0.259
S 2.406 -0.233 0.161 3.517 -0.598 0.446
Br -2.650 0.865 -0.146 -0.630 0.049 0.083
H -0.033 0.838 0.756 -0.984 -1.905 -1.541
H -1.708 -1.347 -0.760 -0.372 -1.319 -0.388
```
Positions in Å, forces in eV/Å.

Properties
- energy relative to the best compared isomer or geometry (same formula, charge and spin) (kJ/mol) = 12.2
- E_LUMO (spin up / spin down) (eV) = 0.61 / -3.41
- total charge = 0
- multiplicity = 3
- HOMO level (spin up / spin down) (eV) = -7.8 / -9.7

Question: Which formula does entry 1 have?
Answer: C22H72N10O14